(1)
Computed, not measured: a molecular structure, C40H52N3O3S2SiTi, with ωB97M-V/def2-TZVPD.

Summary:
Net charge: +1
Orbital gap (alpha / beta), eV: 6.341 / 9.082
LUMO (alpha / beta), eV: -1.82 / -1.82
Max |F|, eV Å⁻¹: 0.520
Spin multiplicity: 3
ΔE to the lowest compared entry with this formula, charge and spin, eV: 0.9078

CARTESIAN COORDINATES (ANGSTROEM)
Ti -0.7640 -0.1711 0.9577
N -0.2937 -1.2202 2.9579
C -1.4993 -1.8686 3.4921
C -2.0978 -2.7338 2.3989
N -2.2834 -1.9878 1.1398
C -3.6564 -1.5563 0.8528
C -3.8998 -0.1627 1.3953
N -2.9117 0.7502 0.7880
H 0.3924 -1.9168 2.6722
H 0.1316 -0.6114 3.6477
H -2.1920 -1.0804 3.7921
H -1.3002 -2.4847 4.3734
H -3.0365 -3.1803 2.7392
H -1.4090 -3.5548 2.1898
H -1.9793 -2.6004 0.3901
H -4.3989 -2.2564 1.2482
H -3.7772 -1.5354 -0.2338
H -3.7470 -0.1477 2.4751
H -4.9300 0.1459 1.2032
H -2.9166 1.6482 1.2637
H -3.1906 0.9541 -0.1698
O 0.4594 -1.5700 0.1100
Si 0.4708 -2.6203 -1.1033
C -0.5281 -4.1684 -0.6891
C -0.0339 -5.0559 0.2759
C -0.7663 -6.1612 0.6836
C -2.0204 -6.4022 0.1332
C -2.5266 -5.5452 -0.8337
C -1.7822 -4.4430 -1.2424
C -0.3847 -1.8586 -2.6115
C -0.2251 -2.3392 -3.9154
C -0.9493 -1.8163 -4.9782
C -1.8661 -0.7953 -4.7621
C -2.0391 -0.2934 -3.4808
C -1.3011 -0.8194 -2.4288
C 2.2245 -3.1780 -1.4714
C 2.5306 -4.1098 -2.4679
C 3.8387 -4.5047 -2.7104
C 4.8735 -3.9882 -1.9415
C 4.5908 -3.0912 -0.9209
C 3.2790 -2.6965 -0.6901
H 0.9506 -4.8827 0.7023
H -0.3608 -6.8404 1.4237
H -2.5936 -7.2658 0.4466
H -3.4941 -5.7429 -1.2788
H -2.1815 -3.7879 -2.0110
H 0.4795 -3.1386 -4.1122
H -0.8027 -2.2081 -5.9771
H -2.4360 -0.3909 -5.5890
H -2.7395 0.5161 -3.3067
H -1.4262 -0.3834 -1.4383
H 1.7354 -4.5573 -3.0554
H 4.0509 -5.2236 -3.4918
H 5.8943 -4.2979 -2.1263
H 5.3917 -2.7089 -0.2994
H 3.0600 -2.0126 0.1244
C 2.4048 3.6454 -0.6891
C 1.5206 3.1280 -1.8122
S 0.9186 1.4413 -1.5910
O 0.3158 1.4433 -0.1837
C 2.4534 0.5284 -1.4482
C 3.0513 0.2203 -2.8139
H 3.4477 3.3643 -0.8299
H 2.0786 3.2607 0.2781
H 2.3606 4.7344 -0.6507
H 2.0167 3.1302 -2.7859
H 0.6055 3.7155 -1.9146
H 2.1341 -0.3776 -0.9307
H 3.1248 1.0792 -0.7900
H 2.3285 -0.3007 -3.4446
H 3.9133 -0.4345 -2.6861
H 3.3855 1.1203 -3.3327
O -0.6070 1.5658 2.5121
S -0.8780 2.9696 2.9849
C -0.5906 4.1108 1.5965
C -1.8616 4.3752 0.8379
C -2.7734 5.3180 1.3083
C -3.9551 5.5596 0.6243
C -4.2370 4.8663 -0.5453
C -3.3323 3.9303 -1.0243
C -2.1530 3.6812 -0.3337
C 0.5856 3.3872 3.9802
C 1.8921 3.2941 3.2498
C 2.4295 2.0533 2.9111
C 3.6523 1.9707 2.2614
C 4.3528 3.1268 1.9446
C 3.8222 4.3667 2.2716
C 2.5978 4.4483 2.9193
H 0.1893 3.6555 0.9906
H -0.2148 5.0239 2.0613
H -2.5540 5.8756 2.2124
H -4.6518 6.2982 0.9983
H -5.1544 5.0631 -1.0844
H -3.5412 3.3983 -1.9451
H -1.4496 2.9400 -0.6871
H 0.5286 2.6823 4.8118
H 0.3968 4.3889 4.3714
H 1.8892 1.1508 3.1632
H 4.0641 1.0002 2.0136
H 5.3156 3.0617 1.4536
H 4.3671 5.2717 2.0359
H 2.1979 5.4195 3.1911

Cartesian forces, eV/Å:
Ti 0.337 0.118 0.378
N 0.006 -0.023 -0.113
C 0.032 0.046 -0.015
C 0.001 0.016 -0.046
N -0.043 0.056 0.003
C 0.023 -0.022 0.003
C 0.045 0.037 0.004
N -0.035 0.062 -0.028
H -0.018 0.035 0.049
H -0.036 -0.031 -0.026
H -0.006 0.014 0.009
H 0.009 -0.018 0.009
H -0.015 -0.002 0.005
H 0.002 -0.029 -0.016
H -0.008 -0.001 0.013
H -0.007 -0.012 0.017
H -0.006 -0.017 -0.016
H -0.005 0.013 0.012
H -0.019 0.013 -0.016
H -0.039 -0.046 -0.038
H 0.023 -0.003 0.058
O 0.011 0.027 -0.159
Si -0.068 -0.007 0.044
C 0.004 -0.022 0.007
C 0.005 0.008 -0.017
C -0.013 0.010 -0.008
C 0.006 0.007 -0.009
C 0.018 -0.004 0.014
C 0.010 -0.002 0.011
C 0.018 0.012 -0.024
C 0.000 0.001 0.023
C -0.023 0.014 0.004
C 0.014 -0.008 -0.003
C 0.018 0.015 0.004
C 0.045 -0.023 -0.054
C 0.043 -0.014 0.049
C -0.003 0.003 -0.005
C -0.003 0.012 0.011
C -0.013 0.010 0.011
C -0.001 -0.016 -0.008
C -0.012 -0.018 -0.012
H -0.026 -0.016 0.004
H -0.004 0.011 -0.010
H 0.010 0.013 -0.003
H 0.010 0.009 0.003
H -0.012 -0.012 0.002
H -0.012 0.017 -0.011
H 0.001 0.005 0.017
H 0.005 -0.004 0.009
H 0.001 -0.012 -0.004
H -0.101 -0.105 -0.065
H 0.024 0.009 0.012
H -0.001 0.005 0.009
H -0.010 0.002 0.000
H -0.009 -0.003 -0.006
H 0.015 -0.014 -0.016
C 0.003 0.000 -0.068
C -0.005 -0.038 -0.015
S 0.004 -0.021 0.137
O -0.139 0.007 -0.145
C 0.043 -0.010 -0.069
C -0.011 0.008 0.036
H -0.039 -0.021 0.004
H 0.032 -0.018 -0.044
H 0.009 -0.018 -0.016
H -0.024 0.032 0.009
H 0.011 -0.017 -0.007
H -0.010 0.078 -0.019
H 0.023 0.026 0.039
H 0.011 0.006 0.009
H -0.012 -0.001 -0.006
H -0.004 -0.001 -0.001
O -0.247 -0.080 -0.104
S 0.148 0.006 0.050
C -0.106 -0.001 0.111
C -0.028 -0.030 -0.024
C -0.014 -0.012 0.011
C 0.018 0.008 0.013
C -0.006 0.000 0.003
C 0.015 -0.026 -0.008
C -0.012 0.066 0.044
C -0.018 0.022 -0.018
C 0.015 -0.029 0.002
C 0.020 0.010 -0.008
C -0.016 0.003 0.020
C 0.026 0.017 0.051
C 0.022 -0.011 0.048
C -0.004 0.016 -0.014
H -0.013 -0.039 -0.021
H 0.025 0.039 -0.057
H -0.003 -0.014 -0.006
H 0.006 -0.008 -0.002
H 0.012 -0.003 0.004
H 0.005 0.003 0.012
H 0.048 -0.050 -0.039
H 0.005 0.018 -0.005
H 0.031 -0.010 0.019
H 0.005 -0.005 -0.004
H -0.006 0.007 0.011
H -0.014 0.002 0.003
H -0.004 -0.010 0.001
H 0.012 -0.017 -0.004

---

(2)
Computed, not measured: C4H7NO in the gas phase in a non-equilibrium geometry, with ωB97M-V/def2-TZVPD.

Summary:
Net charge: 0
Orbital gap, eV: 12.050
LUMO, eV: 0.69
SMILES string: CC[C@@H](O)C#N
Max |F|, eV Å⁻¹: 1.251
ΔE to the lowest compared entry with this formula, charge and spin, eV: 1.1351

CARTESIAN COORDINATES (ANGSTROEM)
C 0.0903 -1.2675 1.0679
C 0.6163 0.0970 0.6354
C -0.2675 0.7284 -0.4384
O 0.2359 2.0012 -0.7567
C -0.4250 -0.0869 -1.6757
N -0.7236 -0.6223 -2.6584
H 0.7116 -1.7013 1.8568
H -0.9350 -1.1945 1.4506
H 0.0819 -1.9619 0.2218
H 1.6470 0.0274 0.2695
H 0.6312 0.7931 1.4841
H -1.2978 0.7820 -0.0546
H -0.3611 2.3885 -1.4106

Cartesian forces, eV/Å:
C -0.034 -0.084 -0.019
C 0.012 0.018 0.001
C -0.086 -0.370 0.124
O -0.189 0.175 -0.158
C -0.395 -0.490 -0.875
N 0.516 0.467 1.039
H -0.079 0.092 -0.135
H 0.166 -0.004 -0.048
H 0.001 0.024 0.128
H -0.192 0.003 -0.049
H -0.053 -0.094 -0.212
H 0.122 0.140 0.125
H 0.212 0.123 0.079

---

(3)
Computed, not measured: C3H4ClN3S in the gas phase in a non-equilibrium geometry, with ωB97M-V/def2-TZVPD.

Summary:
Net charge: 0
Orbital gap, eV: 8.371
LUMO, eV: 0.37
SMILES string: Nc1ncc(Cl)n1S
Max |F|, eV Å⁻¹: 3.774
ΔE to the lowest compared entry with this formula, charge and spin, eV: 1.6210

CARTESIAN COORDINATES (ANGSTROEM)
N -0.2542 -1.6751 1.1549
C -0.1549 -0.3990 0.6998
N -0.8758 0.6283 1.2597
C -0.7280 1.6934 0.3813
C 0.1200 1.4157 -0.6362
Cl 0.8199 2.4121 -1.8708
N 0.5318 0.0032 -0.4998
S 0.9941 -1.0681 -1.7398
H -0.9604 -1.8588 1.8610
H -0.2653 -2.3623 0.3622
H -1.5694 2.5818 0.4272
H 2.3420 -1.3713 -1.3995

Cartesian forces, eV/Å:
N 0.686 -1.572 -1.505
C -1.871 3.275 -0.130
N 1.705 -2.161 -1.981
C -2.228 1.718 -0.019
C 0.528 -1.062 -0.461
Cl -0.471 -0.598 0.494
N -1.266 0.676 2.176
S 1.137 -0.004 0.543
H 0.170 0.443 -0.343
H 0.152 0.757 1.294
H 2.972 -2.087 0.072
H -1.514 0.615 -0.140

---

(4)
Computed, not measured: 3 unconnected molecules or ions with the total composition C4H9INO in a non-equilibrium geometry, with ωB97M-V/def2-TZVPD.

Summary:
Net charge: +1
Orbital gap, eV: 9.221
LUMO, eV: -3.62
Max |F|, eV Å⁻¹: 3.513
ΔE to the lowest compared entry with this formula, charge and spin, eV: 1.9191

CARTESIAN COORDINATES (ANGSTROEM)
C 0.4072 -2.5400 1.8496
C 0.2246 0.7363 1.2596
C -1.4818 0.6048 -1.3447
C 0.3456 0.0743 0.1157
N -0.8561 -0.4950 -0.5926
O -0.1589 -3.3334 2.4408
I 4.4308 1.2678 -0.3382
H -0.7616 0.5753 1.8389
H 2.7473 1.5049 -0.8775
H 1.0561 1.2571 1.6233
H -1.8379 1.2823 -0.6159
H -0.8349 1.1638 -2.0220
H -2.4134 0.2783 -1.7544
H 1.1982 -0.1151 -0.4660
H -1.4679 -0.8738 0.0968
H -0.5973 -1.3876 -1.2135

Cartesian forces, eV/Å:
C -1.153 -1.800 1.129
C -2.700 -2.126 -0.729
C -1.022 0.276 -0.201
C -0.959 0.123 0.483
N 2.321 -1.962 -1.247
O 1.128 1.535 -1.068
I -2.389 0.287 -0.717
H 1.738 0.984 -0.816
H 2.394 -0.224 0.697
H 0.924 0.559 0.885
H 0.071 0.964 0.972
H 0.131 -0.687 0.014
H -0.234 -0.552 -1.041
H 1.190 0.280 -0.510
H -0.989 -0.209 0.697
H -0.451 2.552 1.451

---

(5)
Computed, not measured: 2 unconnected molecules or ions with the total composition ClH4N2OP in a non-equilibrium geometry, with ωB97M-V/def2-TZVPD.

Summary:
Net charge: 0
Orbital gap, eV: 10.337
LUMO, eV: 0.39
SMILES string: [H]/N=P/N.OCl
Max |F|, eV Å⁻¹: 2.988
ΔE to the lowest compared entry with this formula, charge and spin, eV: 4.3573

CARTESIAN COORDINATES (ANGSTROEM)
H 1.1815 -0.9858 -2.0382
N 0.7220 -0.5749 -1.1488
P -0.5893 0.1853 -1.5620
N -1.2022 0.8311 -0.2036
H -0.9682 0.7586 0.8731
H -2.0928 1.2433 -0.5345
O 1.3484 -0.9672 1.4717
Cl 0.6686 0.1306 2.5282
H 0.9320 -0.6210 0.6141

Cartesian forces, eV/Å:
H -0.859 0.781 2.078
N 0.410 -0.507 -2.116
P 1.063 -0.587 -0.230
N -0.955 0.421 1.810
H -0.602 0.205 -2.920
H 0.585 -0.048 1.370
O -0.793 0.688 -0.720
Cl -0.070 0.211 0.659
H 1.221 -1.163 0.069

---

(6)
Computed, not measured: C10H20N6O4 in the gas phase in a non-equilibrium geometry, with ωB97M-V/def2-TZVPD.

Summary:
Net charge: 0
Orbital gap, eV: 9.337
LUMO, eV: 0.53
SMILES string: [H]/N=C(\N)NCCC[C@H](N)C(=O)N[C@@H](CC(N)=O)C(=O)O
Max |F|, eV Å⁻¹: 7.729
ΔE to the lowest compared entry with this formula, charge and spin, eV: 3.6734

CARTESIAN COORDINATES (ANGSTROEM)
H 5.5946 0.3879 2.1678
N 4.8646 0.3085 1.4251
C 5.3952 0.3776 0.3075
N 6.7458 0.4535 -0.0068
N 4.6208 0.6121 -0.7481
C 3.0810 0.7266 -0.6963
C 2.4694 -0.6176 -1.1229
C 0.9188 -0.4215 -1.0797
C 0.3460 -0.5022 0.2886
N 0.5856 -1.7374 1.0125
C -1.2575 -0.0654 -0.0211
O -1.5120 0.8287 -0.8757
N -2.0996 -0.7671 0.8054
C -3.5294 -0.6526 0.8040
C -4.1538 0.6139 1.3019
C -5.0654 1.3917 0.2944
N -4.2763 2.3787 -0.3543
O -6.2161 1.3500 0.1474
C -4.2133 -1.2123 -0.4665
O -3.6184 -2.0569 -1.0164
O -5.4567 -0.9885 -0.8648
H 7.5348 0.1218 0.5904
H 6.8667 0.0011 -0.9380
H 4.9907 0.8747 -1.6197
H 2.7683 1.5367 -1.3488
H 2.9819 0.9246 0.3724
H 2.9342 -0.7379 -2.1163
H 2.9489 -1.3844 -0.4020
H 0.7355 0.5500 -1.3722
H 0.3529 -1.1550 -1.6244
H 0.6521 0.3305 0.9193
H 0.6506 -2.4652 0.2470
H 1.5391 -1.8602 1.5217
H -1.7875 -1.7073 1.0287
H -3.9286 -1.3903 1.6785
H -4.8497 0.3089 2.1022
H -3.4415 1.3040 1.6320
H -3.3098 2.2730 -0.6339
H -4.8654 2.5883 -1.1731
H -5.9966 -0.5210 -0.1657

Cartesian forces, eV/Å:
H -0.906 -0.561 -0.681
N 0.004 -0.158 4.214
C 1.220 1.078 -0.559
N 1.975 -1.184 -1.700
N -3.523 -0.024 -2.070
C 2.955 -1.025 1.090
C 0.750 0.484 0.989
C 2.456 -2.180 0.646
C -1.639 1.347 0.565
N 1.086 -2.012 -0.715
C 1.409 0.268 -0.503
O 0.025 -2.396 2.988
N -0.255 0.561 -0.972
C -2.428 -1.843 1.760
C -2.898 0.128 -0.233
C 7.449 1.860 0.889
N -2.536 -0.516 -1.320
O -4.416 -0.652 -0.102
C 0.172 -0.412 1.244
O 2.111 -2.059 -2.036
O -1.424 1.063 1.551
H -1.749 0.346 -0.168
H 0.217 0.731 0.972
H 0.825 0.159 -0.783
H 0.041 0.170 0.121
H -0.786 0.307 -0.172
H -0.784 -0.620 0.131
H -1.163 0.852 -1.256
H -0.644 1.833 -1.402
H 0.014 -0.217 -0.967
H 0.212 0.134 0.069
H -0.180 0.668 1.329
H -2.250 1.069 -1.220
H 0.469 0.459 0.188
H 1.336 0.990 -2.340
H 0.448 0.622 0.016
H 1.025 0.969 0.772
H 0.160 -0.676 0.494
H 0.710 0.673 0.334
H 0.515 -0.237 -1.168